Record 1
Below is C23H26CaCs2F3KLiN3O12PS3 as an isolated structure at a distorted geometry, with properties calculated with wB97M-V/def2-TZVPD.

Last column: Löwdin charge in e.
CARTESIAN COORDINATES (ANGSTROEM)
C (0.35709, 2.42738, -2.14610)  0.036
C (-0.67556, 1.30090, -2.32117)  -0.412
O (-0.79249, 0.78089, -3.39816)  0.134
N (-1.39342, 0.91570, -1.13071)  -0.051
C (-2.50212, 1.78564, -0.74125)  -0.006
C (-1.51658, -0.46078, -0.90683)  -0.063
C (-2.67564, -1.34516, -1.23673)  -0.058
C (-3.91254, -0.72980, -1.85320)  -0.062
C (-3.53351, -0.18700, -3.29213)  -0.284
C (-4.27947, -0.91489, -4.44185)  0.022
O (-2.80903, -1.08363, -4.06844)  -0.102
C (-2.66507, -2.72082, -0.99950)  -0.221
C (-3.83184, -3.59555, -1.39416)  -0.100
C (-1.48020, -3.39594, -0.38278)  -0.383
P (-1.34103, -5.25625, -0.01936)  0.524
S (-0.73882, -5.68198, 1.84272)  -0.148
C (-0.28447, -2.45980, -0.05093)  -0.149
C (-0.38828, -1.04160, -0.31659)  0.022
C (0.92306, -0.39525, 0.14797)  -0.308
O (1.03677, 0.76689, 0.36744)  0.207
N (1.85995, -1.47748, 0.28648)  0.094
C (2.58179, -1.41264, -0.98077)  -0.186
C (3.38546, -0.29672, -1.18727)  0.004
C (4.09571, -0.08214, -2.34944)  -0.030
C (4.02343, -1.03767, -3.36144)  -0.062
C (3.21813, -2.14173, -3.15515)  -0.089
C (2.49304, -2.35557, -1.99868)  -0.024
C (1.16148, -2.68956, 0.56000)  -0.392
O (1.67130, -3.61699, 1.12350)  0.112
H (0.06983, 3.31216, -2.72004)  0.097
H (1.27456, 2.02873, -2.60122)  0.096
H (0.59349, 2.62376, -1.09822)  0.077
H (-2.93527, 1.39801, 0.18804)  0.112
H (-2.17083, 2.80917, -0.53109)  0.118
H (-3.28776, 1.86027, -1.50841)  0.078
H (-4.69683, -1.43398, -2.12199)  0.085
H (-4.29270, 0.12316, -1.28872)  0.113
H (-3.36254, 0.88470, -3.41463)  0.134
H (-4.64666, -1.91320, -4.21051)  0.078
H (-4.03049, -0.57443, -5.44422)  0.121
H (-3.89435, -4.53380, -0.82601)  0.043
H (-3.80630, -3.76642, -2.49814)  0.030
H (-4.77884, -3.07130, -1.21558)  0.085
H (-2.56589, -5.95039, -0.15268)  -0.016
H (-0.49004, -5.86755, -0.98262)  0.003
H (3.45240, 0.45525, -0.39736)  0.129
H (4.67749, 0.83436, -2.41762)  0.126
H (4.56722, -0.89096, -4.29043)  0.113
H (3.14310, -2.86448, -3.96664)  0.106
H (1.85781, -3.22752, -1.83831)  0.105
O (-4.26018, -5.80422, 2.29462)  -0.709
H (-3.37869, -6.17588, 2.25043)  -0.142
K (-1.42234, -3.19154, 1.93406)  0.603
Li (-4.42886, -5.12312, -3.30323)  0.827
C (3.54491, 3.21359, 1.92431)  -0.221
C (4.85725, 3.40267, 1.15678)  -1.251
O (4.84305, 3.01954, -0.03548)  -0.136
O (5.78696, 3.92229, 1.82034)  -0.276
H (2.77988, 2.76010, 1.29243)  0.071
H (3.71155, 2.57027, 2.78555)  0.102
H (3.17438, 4.17474, 2.27117)  -0.108
Ca (-5.62062, -4.41048, 3.06586)  1.192
O (3.76042, -0.97163, 3.07181)  -0.250
H (3.23035, -1.22417, 2.30563)  -0.133
N (2.34468, 6.20572, 5.26467)  -0.272
S (1.86440, 6.23949, 6.78077)  0.490
O (1.27262, 5.04008, 7.27169)  -0.265
O (1.32476, 7.47423, 7.24111)  -0.260
F (3.29619, 6.21606, 7.46961)  -0.188
S (1.15515, 6.14634, 4.24278)  0.470
O (1.58146, 5.78679, 2.91946)  -0.371
O (0.17552, 7.17014, 4.31770)  -0.254
F (0.35785, 4.83190, 4.67156)  -0.200
Cs (4.15262, 5.44337, 1.05151)  1.768
F (-1.84998, 5.07258, 4.92399)  -0.333
Cs (1.08211, -7.62286, 1.75184)  0.986

Results
LUMO	-6.503	eV
charge	+1

=====

Record 2
Below is C23H26Cl20N4O as an isolated structure at a distorted geometry, with properties calculated with wB97M-V/def2-TZVPD.

Last column: Löwdin charge in e.
CARTESIAN COORDINATES (ANGSTROEM)
N (25.72478, -8.86643, 16.89724)  -0.019
C (24.82585, -8.29593, 17.77359)  -0.092
C (24.16222, -7.31953, 16.98576)  -0.116
C (24.68620, -7.36338, 15.72194)  -0.147
C (25.69346, -8.28726, 15.65841)  -0.148
H (26.47646, -9.51882, 17.06892)  0.117
H (24.65362, -8.64200, 18.78204)  0.107
H (23.37962, -6.63023, 17.26648)  0.098
H (24.25766, -6.68701, 14.99718)  0.098
H (26.21647, -8.75826, 14.83926)  0.096
N (24.19666, -9.63443, 11.61953)  0.006
C (23.91251, -10.30308, 12.75456)  -0.126
C (22.89022, -11.21892, 12.46068)  -0.157
C (22.52961, -10.94237, 11.12801)  -0.136
C (23.43321, -10.07023, 10.63291)  -0.210
H (24.92694, -8.94350, 11.52249)  0.044
H (24.43445, -10.21303, 13.69577)  0.101
H (22.49547, -11.95000, 13.15067)  0.080
H (21.69548, -11.45714, 10.67452)  0.065
H (23.57992, -9.76564, 9.60719)  0.054
N (20.21057, -11.68361, 8.05690)  0.003
C (19.18951, -11.52173, 7.14619)  -0.115
C (18.92883, -12.79053, 6.59467)  -0.100
C (19.72811, -13.71359, 7.25662)  -0.132
C (20.53054, -13.03714, 8.11627)  -0.160
H (20.61941, -10.94403, 8.61005)  0.081
H (18.80446, -10.51696, 7.05361)  0.092
H (18.28820, -13.00878, 5.75303)  0.094
H (19.70759, -14.79328, 7.24122)  0.100
H (21.37346, -13.31876, 8.72994)  0.079
N (25.34163, -13.10051, 12.35835)  0.140
C (26.43726, -12.56070, 11.72634)  -0.020
C (27.62127, -12.80766, 12.36746)  0.001
C (27.27914, -13.75411, 13.28359)  -0.032
C (25.88782, -13.90700, 13.31685)  0.037
H (24.39318, -12.96783, 12.03752)  0.134
H (26.26186, -11.86942, 10.91532)  0.113
H (28.62097, -12.43490, 12.20001)  0.140
H (28.00170, -14.20350, 13.94869)  0.135
H (25.21220, -14.51027, 13.90507)  0.154
C (25.26546, -13.08434, 7.46676)  -2.089
Cl (24.12176, -11.61530, 7.34473)  0.457
Cl (26.84286, -12.50836, 7.94846)  0.525
Cl (24.61000, -14.04075, 8.79010)  0.516
Cl (25.29145, -13.97342, 6.10043)  0.698
C (20.54719, -7.18895, 9.05152)  -1.950
Cl (18.86656, -7.50685, 8.51707)  0.523
Cl (21.71393, -8.24388, 8.18707)  0.505
Cl (21.04210, -5.48253, 8.80967)  0.543
Cl (20.63982, -7.76591, 10.73338)  0.498
C (17.37389, -10.27898, 11.68408)  -2.052
Cl (17.26051, -8.53984, 12.02088)  0.518
Cl (16.61244, -11.24609, 12.95992)  0.536
Cl (16.55754, -10.57343, 10.18117)  0.552
Cl (19.06440, -10.77797, 11.52188)  0.495
C (20.27851, -10.87076, 16.51190)  -2.075
Cl (21.63530, -10.31639, 17.47457)  0.532
Cl (20.05898, -12.62117, 16.76171)  0.506
Cl (18.81194, -10.08296, 17.08485)  0.547
Cl (20.64119, -10.55518, 14.84099)  0.552
C (27.38406, -8.46138, 8.60968)  -1.973
Cl (26.05366, -8.77316, 7.37657)  0.482
Cl (26.71390, -8.62944, 10.26984)  0.540
Cl (28.44704, -9.74138, 8.53249)  0.570
Cl (28.08936, -6.80267, 8.43903)  0.553
C (25.32417, -12.02309, 16.64474)  -0.072
C (26.79573, -12.37926, 16.17858)  -0.276
O (27.59089, -11.62870, 17.09017)  -0.080
H (24.66256, -12.78361, 16.23003)  0.053
H (24.85018, -11.06655, 16.42459)  0.042
H (25.03245, -12.17312, 17.68421)  0.083
H (26.98427, -12.06589, 15.15176)  0.087
H (26.96781, -13.43084, 16.40809)  0.112
H (28.46009, -11.69938, 16.68883)  0.086

Results
LUMO (alpha / beta)	-3.088 / -7.152	eV
spin multiplicity	2
⟨S²⟩	0.761
charge	+1

=====

Record 3
Below is C23H26ClF3Ga as an isolated structure at a distorted geometry, with properties calculated with wB97M-V/def2-TZVPD.

Last column: Löwdin charge in e.
CARTESIAN COORDINATES (ANGSTROEM)
C (-2.78386, 2.08293, 0.82853)  -0.173
C (-2.84992, 1.25762, -0.23279)  -0.315
Ga (-1.27924, 0.18544, -0.95986)  0.281
C (-0.44118, -1.05596, 0.45706)  -0.373
C (-1.14615, -1.14519, 1.78390)  -0.739
C (-2.65353, -1.40324, 1.69887)  -0.158
Cl (-0.42206, -2.59907, 2.75643)  0.412
H (-1.95625, 2.78830, 0.90828)  0.020
H (-3.53281, 2.08674, 1.62323)  0.024
H (-3.83643, 1.14442, -0.69367)  -0.003
H (-1.80123, -0.74441, -2.17354)  -0.108
H (-0.13780, 1.22853, -1.44923)  -0.108
H (0.58326, -0.72127, 0.65102)  0.019
H (-0.35974, -2.07422, 0.06752)  0.036
H (-0.90331, -0.30161, 2.42534)  0.065
H (-2.93758, -1.57565, 0.66081)  0.061
H (-2.97512, -2.21954, 2.34093)  0.042
H (-3.18156, -0.50350, 2.01591)  0.056
F (-5.01003, 0.88708, -2.82799)  0.068
C (-6.29848, 0.55330, -2.95544)  -0.286
C (-6.68011, -0.74401, -2.66995)  -0.007
C (-8.01762, -1.08732, -2.79886)  -0.091
C (-8.94907, -0.14445, -3.21428)  -0.112
C (-8.53995, 1.15141, -3.49800)  -0.097
C (-7.20632, 1.51107, -3.36564)  -0.017
H (-5.93387, -1.46007, -2.35343)  0.122
H (-8.33334, -2.09750, -2.57269)  0.100
H (-9.99085, -0.41931, -3.31553)  0.094
H (-9.26215, 1.88861, -3.82448)  0.099
H (-6.86517, 2.51609, -3.57327)  0.116
F (3.17410, 3.32143, -0.13832)  0.052
C (3.27585, 2.53445, 0.95296)  -0.282
C (4.52138, 2.35344, 1.52110)  -0.043
C (4.63145, 1.54623, 2.64529)  -0.101
C (3.50662, 0.93223, 3.17712)  -0.091
C (2.26545, 1.12867, 2.58393)  -0.070
C (2.14074, 1.93775, 1.46357)  -0.002
H (5.38677, 2.83623, 1.08518)  0.113
H (5.60092, 1.39733, 3.10112)  0.093
H (3.59607, 0.29777, 4.04901)  0.099
H (1.38689, 0.64443, 2.99016)  0.099
H (1.17845, 2.09836, 0.99302)  0.107
F (7.50301, 0.24404, 1.78489)  0.044
C (7.21266, -0.71554, 0.87802)  -0.282
C (7.78082, -1.96393, 1.02779)  -0.024
C (7.47245, -2.94776, 0.09877)  -0.091
C (6.61522, -2.67044, -0.95681)  -0.098
C (6.05933, -1.40453, -1.08388)  -0.071
C (6.35402, -0.41365, -0.15917)  -0.008
H (8.44864, -2.15517, 1.85690)  0.113
H (7.90238, -3.93531, 0.20338)  0.100
H (6.37731, -3.44090, -1.67783)  0.099
H (5.38908, -1.18496, -1.90394)  0.109
H (5.92185, 0.57466, -0.23139)  0.107

Results
LUMO	2.615	eV
charge	-1

=====

Record 4
Below is C23H26F5N4O4SSrTe as an isolated structure at a distorted geometry, with properties calculated with wB97M-V/def2-TZVPD.

Last column: Löwdin charge in e.
CARTESIAN COORDINATES (ANGSTROEM)
Sr (-1.07937, -0.09339, 0.96072)  1.421
O (-2.31469, 7.17940, 1.74341)  -0.045
C (-2.44460, 6.63518, 0.44885)  -0.200
C (-2.06561, 5.18123, 0.48335)  -0.156
C (-2.33055, 4.34836, -0.59351)  0.004
C (-1.93152, 3.03102, -0.51702)  -0.115
N (-1.30161, 2.50894, 0.53690)  -0.014
C (-1.05123, 3.30323, 1.59528)  -0.193
C (-1.41901, 4.63923, 1.58375)  0.065
C (-0.34566, 2.69076, 2.75070)  -0.203
C (-0.31953, 3.31071, 3.98886)  0.067
C (0.36843, 2.72216, 5.04119)  -0.153
C (0.39925, 3.35891, 6.40082)  -0.200
O (-0.37075, 4.53993, 6.37968)  -0.046
C (1.02151, 1.52110, 4.80420)  0.009
C (0.93250, 0.95759, 3.54864)  -0.114
N (0.26420, 1.51389, 2.53407)  -0.016
H (-2.60827, 8.09543, 1.73445)  0.103
H (-1.78299, 7.14366, -0.26264)  0.139
H (-3.46799, 6.72516, 0.07110)  0.135
H (-2.83753, 4.71448, -1.47688)  0.128
H (-2.12290, 2.35479, -1.34329)  0.117
H (-1.20711, 5.29116, 2.41810)  0.120
H (-0.84462, 4.23512, 4.17504)  0.120
H (1.44218, 3.56573, 6.66574)  0.138
H (0.00983, 2.63777, 7.12768)  0.139
H (-0.38906, 4.92326, 7.26195)  0.104
H (1.57510, 1.01785, 5.58622)  0.130
H (1.41138, 0.00731, 3.33890)  0.120
C (-1.30254, -6.13005, -2.69455)  -0.093
C (-1.58324, -4.89933, -3.55425)  -0.233
C (-0.51876, -3.81889, -3.43423)  -0.175
N (-0.53634, -3.26397, -2.07875)  0.052
C (0.48029, -2.85235, -1.35079)  -0.783
S (0.31456, -2.61590, 0.32814)  0.603
N (1.70724, -2.67132, -1.94432)  0.098
C (1.91765, -2.00403, -3.17369)  -0.392
O (0.99496, -1.52482, -3.78641)  0.101
C (3.31828, -2.03729, -3.65339)  -0.149
C (3.69656, -1.10062, -4.61275)  -0.011
C (4.99214, -1.08771, -5.09647)  -0.057
C (5.91518, -2.01951, -4.63501)  -0.059
C (5.53556, -2.96429, -3.69071)  -0.064
C (4.24208, -2.97507, -3.19831)  -0.031
H (-2.10921, -6.85525, -2.78979)  0.077
H (-1.21358, -5.87105, -1.63790)  0.071
H (-0.37512, -6.61279, -3.00593)  0.079
H (-2.55634, -4.46996, -3.29539)  0.114
H (-1.64739, -5.18421, -4.60503)  0.116
H (-0.68797, -3.02196, -4.15579)  0.116
H (0.47345, -4.23368, -3.62036)  0.131
H (-1.41360, -3.33327, -1.58006)  0.138
H (2.47699, -2.65932, -1.29110)  0.122
H (2.95968, -0.39128, -4.96514)  0.121
H (5.28453, -0.35451, -5.83579)  0.111
H (6.92732, -2.01319, -5.01613)  0.111
H (6.24966, -3.69924, -3.34435)  0.111
H (3.95382, -3.73610, -2.48303)  0.114
F (-1.41797, -1.58811, 2.79756)  -0.539
Te (-3.30084, -1.96781, 2.34470)  1.740
F (-3.55967, -0.24227, 3.03233)  -0.380
F (-5.11100, -2.27528, 2.26409)  -0.331
F (-2.88539, -3.71907, 1.96561)  -0.344
F (-3.37783, -2.53313, 4.09138)  -0.324
O (-3.03290, -1.33334, 0.71932)  -0.766

Results
LUMO	-2.946	eV
energy relative to the best compared isomer or geometry (same formula, charge and spin)	45.21	kJ/mol
charge	+1

=====

no.,E (Eh)
1,-5118.98315
2,-10389.63835
3,-3576.52832
4,-2608.26494